(1)
This record from the OMol25 dataset describes C6H5N2O6Pd as an isolated structure in a non-equilibrium geometry. The level of theory is ωB97M-V/def2-TZVPD.

Geometry as XYZ:
```
20
Properties=species:S:1:pos:R:3:forces:R:3:lowdin_charge:R:1
O 1.587796 1.876473 -5.711935 -0.50 -1.58 2.79 0.11
C 1.386381 1.325385 -4.730632 0.60 1.44 -2.81 0.03
Pd -0.586901 -0.402173 -1.633655 -0.19 -0.22 0.64 0.98
O -0.937781 2.247038 -3.152996 0.07 -4.87 1.65 0.23
C -0.854358 1.159031 -2.774159 -0.69 6.40 -2.95 -0.08
C -1.567863 0.048224 0.080948 -4.41 1.13 2.65 -0.05
O -2.420299 0.331729 0.797029 2.95 -0.97 -2.34 0.26
C 1.212291 -0.753626 -0.737052 3.12 -0.91 1.75 -0.21
O 1.853585 -1.522109 -0.090857 -0.92 1.06 -1.42 0.21
C -0.885631 -2.064762 -2.700177 -3.47 -5.43 -4.39 -0.01
O -1.295944 -2.965150 -3.287915 2.12 3.61 2.54 0.27
H 1.547093 0.289728 -1.008875 1.04 -0.04 0.49 0.14
N 0.152309 1.164110 3.380618 0.25 -1.07 -0.03 0.46
C 0.172295 0.076506 2.536927 -1.25 -0.26 -1.89 -0.42
N -0.124320 -1.085282 3.243280 1.45 1.53 -1.23 0.41
O 0.271500 0.176712 1.290135 0.29 -0.11 3.32 -0.05
H -0.077853 1.033399 4.360040 -0.08 0.49 0.44 0.18
H 0.534424 2.036174 3.056042 0.20 0.91 -0.11 0.19
H 0.230604 -1.944377 2.843861 -0.28 -0.69 -0.08 0.18
H -0.197328 -1.027030 4.239374 -0.32 -0.42 0.95 0.16
```
Forces are in eV/Å.

Output
- 2S+1 = 5
- E_HOMO (alpha / beta) (Eh) = -0.7620 / -0.7998
- DFT total energy (Ha) = -918.99492
- orbital gap (alpha / beta) (eV) = 8.74 / 4.99
- net charge = +3
- LUMO energy (alpha / beta) (hartree) = -0.4408 / -0.6165



(2)
This record from the OMol25 dataset describes C30H27BrN8O6PSY as an isolated structure. The level of theory is ωB97M-V/def2-TZVPD.

Geometry as XYZ:
```
75
Properties=species:S:1:pos:R:3:forces:R:3:lowdin_charge:R:1
Y -1.603737 -0.606563 -0.651520 -0.50 0.17 -0.72 1.34
O -3.507417 -0.859290 -1.878014 0.26 0.13 -0.15 -0.29
N -3.617374 -0.324194 -3.098649 -0.12 0.00 -0.04 -0.20
C -4.428367 -0.964025 -3.972792 -0.02 0.01 0.12 -0.02
C -4.618487 -0.499507 -5.240927 -0.02 0.03 -0.04 -0.05
C -3.959394 0.670144 -5.627897 0.00 0.01 -0.01 -0.05
C -3.140758 1.307916 -4.731942 -0.04 -0.02 -0.07 -0.08
C -2.943150 0.809358 -3.434532 0.03 -0.08 0.16 -0.64
S -1.903150 1.580159 -2.302201 -0.05 -0.02 0.04 0.64
H -4.900472 -1.845767 -3.568911 0.03 -0.01 0.01 0.14
H -5.271168 -1.037579 -5.911894 0.01 0.00 0.01 0.11
H -4.089704 1.068117 -6.625475 0.00 0.00 0.02 0.12
H -2.609930 2.210425 -4.997616 -0.01 -0.01 0.01 0.11
O -2.097559 -0.532055 2.971732 0.02 -0.04 0.00 0.04
C -2.022475 0.476225 2.269583 -0.25 0.05 -0.20 -0.62
O -2.447573 0.598040 1.063544 0.14 -0.15 0.35 -0.15
C -1.379590 1.704732 2.868594 0.13 0.12 -0.04 -0.11
C -2.159196 2.576018 3.618394 -0.04 -0.02 -0.02 0.00
C -1.603440 3.715446 4.174791 0.06 0.05 0.02 -0.04
C -0.257454 4.011136 3.988675 -0.01 0.01 0.01 -0.06
C 0.532066 3.156759 3.242025 -0.06 -0.03 0.01 -0.07
C -0.023983 1.999822 2.689293 -0.08 -0.06 -0.05 -0.24
P 1.080752 0.917408 1.789971 0.12 0.22 0.15 1.05
C 2.160026 1.935426 0.797658 -0.05 -0.03 -0.04 -0.29
C 3.543083 1.924847 0.939709 0.00 0.04 -0.03 -0.06
C 4.319385 2.699967 0.087549 0.01 0.00 -0.01 -0.06
C 3.715983 3.472177 -0.894074 -0.01 -0.02 0.02 -0.07
C 2.331278 3.485626 -1.030115 -0.02 -0.01 0.00 -0.07
C 1.547449 2.719145 -0.186274 0.10 0.02 0.01 -0.07
C 1.975959 -0.146487 2.890000 0.05 -0.01 0.02 -0.29
C 2.891728 -1.050691 2.345530 -0.03 -0.01 0.07 -0.08
C 3.589243 -1.899752 3.185697 0.00 -0.01 -0.04 -0.06
C 3.368987 -1.851252 4.557770 -0.03 0.03 0.03 -0.05
C 2.450379 -0.960495 5.094646 0.01 -0.01 0.01 -0.05
C 1.745760 -0.102745 4.262370 0.06 -0.08 -0.03 -0.04
H -3.210041 2.356865 3.758664 0.01 0.01 0.00 0.13
H -2.225455 4.385663 4.753683 0.00 -0.01 0.00 0.12
H 0.172347 4.906691 4.416093 -0.02 0.00 0.00 0.11
H 1.578793 3.386349 3.078568 -0.01 0.01 0.01 0.12
H 4.012443 1.321672 1.706472 0.00 0.02 -0.01 0.11
H 5.396338 2.698744 0.193778 -0.02 0.01 0.00 0.11
H 4.326158 4.068860 -1.559516 -0.01 0.00 0.01 0.11
H 1.863899 4.089692 -1.797104 0.02 -0.01 0.01 0.11
H 0.467754 2.727326 -0.288098 0.00 0.01 -0.01 0.11
H 3.051294 -1.085118 1.273660 0.00 -0.02 0.00 0.11
H 4.303793 -2.600709 2.774726 -0.01 0.00 0.01 0.11
H 3.917619 -2.516146 5.212401 -0.01 0.01 -0.01 0.11
H 2.277996 -0.932246 6.162224 0.01 -0.01 -0.01 0.11
H 1.020255 0.586056 4.674785 0.00 0.00 0.00 0.11
N -3.003638 -2.178960 0.908288 0.06 0.07 -0.09 0.03
N -2.827832 -3.552486 0.712120 -0.02 -0.01 0.07 0.03
C -2.245157 -3.988725 -0.415136 0.05 -0.02 -0.09 -0.37
N -2.278557 -5.283719 -0.705545 -0.03 -0.06 0.04 0.22
N -1.658526 -3.032120 -1.137271 0.06 0.16 0.21 0.06
N -1.306638 -3.244341 -2.428167 0.01 -0.31 -0.35 -0.41
O -1.062784 -2.213181 -3.032010 -0.05 -0.05 -0.03 0.03
O -1.232343 -4.363966 -2.921492 0.00 0.17 0.10 0.06
H -2.659405 -1.849993 1.822689 0.05 -0.06 0.04 0.07
H -3.985180 -1.934950 0.814767 -0.01 0.02 -0.03 0.12
H -3.207924 -4.209627 1.374267 -0.02 -0.01 0.03 0.16
H -2.865340 -5.916091 -0.190037 -0.01 0.01 0.02 0.13
H -1.846668 -5.577407 -1.569782 0.01 0.00 -0.02 0.10
O 0.013693 -1.227583 0.855081 0.24 -0.36 0.38 -0.25
N 0.217107 0.045607 0.658772 0.07 0.23 0.11 -0.31
Br 3.061781 1.889284 -4.377039 0.00 0.01 -0.02 0.79
C 2.575433 0.467603 -3.241118 0.00 0.03 0.00 -0.66
C 3.492829 -0.502501 -2.892272 0.04 -0.01 -0.02 -0.09
C 3.068226 -1.518863 -2.050507 0.05 -0.02 0.01 -0.04
C 1.764823 -1.506117 -1.591852 -0.07 -0.02 0.00 -0.15
N 0.880195 -0.562353 -1.928171 -0.06 -0.01 0.00 0.01
C 1.279322 0.406796 -2.750372 0.02 -0.07 0.07 -0.20
H 4.505340 -0.469594 -3.271143 -0.01 0.00 0.00 0.11
H 3.744625 -2.310463 -1.757138 -0.03 0.00 0.01 0.11
H 1.409580 -2.275521 -0.915129 0.01 0.01 0.00 0.10
H 0.546171 1.157084 -3.016811 -0.01 -0.02 -0.01 0.04
```
Forces are in eV/Å.

Output
- 2S+1 = 2
- E_HOMO (alpha / beta) (Eh) = -0.3734 / -0.3734
- DFT total energy (Ha) = -5400.63843
- orbital gap (alpha / beta) (eV) = 7.81 / 7.20
- net charge = +1
- LUMO energy (alpha / beta) (hartree) = -0.0863 / -0.1088



(3)
This record from the OMol25 dataset describes C29H36IN2PPd as an isolated structure. The level of theory is ωB97M-V/def2-TZVPD.

Geometry as XYZ:
```
70
Properties=species:S:1:pos:R:3:forces:R:3:lowdin_charge:R:1
Pd -0.896171 -0.037331 -0.751857 -0.05 -0.14 -0.26 0.27
C -3.463350 2.962842 -0.845291 -0.03 0.02 0.01 -0.14
C -2.840329 2.841849 0.548854 0.01 0.00 0.03 -0.53
C -2.818669 4.213150 1.226663 -0.03 -0.01 -0.03 -0.11
P -1.246859 1.915301 0.427795 -0.03 0.00 0.20 0.98
C 0.178848 3.087033 0.231752 0.04 -0.04 0.03 -0.53
C 0.067046 3.836255 -1.095800 0.00 -0.01 0.00 -0.12
C 0.506394 4.021157 1.395579 0.01 -0.01 -0.04 -0.10
C -0.931617 1.198262 2.081375 0.09 -0.04 -0.02 -0.26
C -1.422581 1.674776 3.285025 0.00 -0.01 0.02 -0.04
C -1.081053 1.097303 4.508038 0.00 0.02 -0.01 -0.26
C -1.644570 1.624891 5.797160 -0.01 -0.01 -0.04 -0.05
C -0.199433 0.012451 4.506066 -0.02 0.02 0.00 -0.03
C 0.287989 -0.508861 3.329953 -0.01 0.02 -0.02 0.01
C -0.093202 0.048418 2.090287 0.02 -0.03 -0.04 -0.29
N 0.276411 -0.495322 0.891828 -0.06 0.24 0.12 -0.01
C 1.179935 -1.588631 0.888416 0.08 0.03 -0.06 -0.26
C 0.697437 -2.893526 0.887195 -0.17 -0.09 0.01 -0.21
C -0.782969 -3.163918 0.916579 0.05 -0.01 -0.01 -0.03
C 1.617619 -3.933907 0.836613 0.07 -0.06 0.00 -0.01
C 2.987047 -3.706855 0.782547 -0.05 -0.01 -0.01 -0.27
C 3.966061 -4.850180 0.753835 -0.02 0.02 0.00 -0.05
C 3.432659 -2.389964 0.766915 -0.03 0.01 -0.01 -0.01
C 2.547889 -1.321907 0.813328 0.09 0.09 -0.01 -0.21
C 3.036831 0.100080 0.756718 -0.02 -0.04 0.01 -0.03
H -4.459129 3.404627 -0.762112 0.01 0.01 0.00 0.08
H -3.554837 1.993841 -1.331129 0.01 -0.02 -0.02 -0.03
H -2.865535 3.613911 -1.486933 0.00 -0.01 0.00 0.07
H -3.463215 2.156275 1.135427 0.00 0.01 0.00 0.11
H -2.319323 4.945790 0.591137 0.01 0.00 0.01 0.07
H -2.325398 4.222700 2.195746 0.01 0.00 0.03 0.05
H -3.845934 4.556585 1.367375 0.00 0.01 0.00 0.08
H 1.004566 2.371881 0.140369 -0.01 0.00 0.00 0.08
H -0.723269 4.588368 -1.061297 0.00 0.00 0.00 0.06
H -0.145927 3.154550 -1.920967 0.00 0.01 -0.01 0.07
H 1.003251 4.353948 -1.313432 0.00 0.00 0.00 0.08
H -0.199230 4.846512 1.469359 -0.02 0.01 0.00 0.06
H 1.497344 4.454082 1.238360 0.00 0.00 0.00 0.08
H 0.522536 3.493874 2.349846 0.00 0.00 0.01 0.07
H -2.087859 2.527736 3.291221 -0.02 0.02 0.01 0.10
H -2.131638 2.587950 5.650257 0.00 0.00 0.01 0.08
H -0.864013 1.745709 6.549066 0.00 0.00 0.00 0.08
H -2.386221 0.933983 6.203810 0.00 0.00 0.01 0.09
H 0.092712 -0.436316 5.448381 0.00 0.00 0.00 0.12
H 0.945353 -1.368258 3.341285 0.00 -0.01 -0.01 0.12
H -1.280130 -2.589014 1.700252 -0.01 0.00 -0.02 0.08
H -0.976241 -4.221285 1.093572 0.01 0.00 0.00 0.08
H -1.253558 -2.886040 -0.031521 0.01 0.03 0.03 0.05
H 1.247435 -4.953716 0.835413 0.00 0.00 0.00 0.12
H 3.476902 -5.781013 0.469030 0.00 0.00 0.00 0.07
H 4.419680 -4.999628 1.735950 0.00 0.00 0.00 0.08
H 4.773213 -4.658344 0.046127 0.00 -0.01 0.00 0.08
H 4.496730 -2.185995 0.706734 0.00 0.00 0.00 0.12
H 4.116404 0.132120 0.617296 0.00 0.00 0.01 0.08
H 2.794887 0.645577 1.672776 -0.01 0.00 -0.01 0.08
H 2.564669 0.629757 -0.073968 0.00 -0.01 -0.01 0.07
I -3.072200 -0.796122 -2.182977 0.02 0.03 0.06 -0.04
N 0.613641 -1.147419 -2.345569 -0.06 0.01 0.02 0.14
C 0.461266 -1.519509 -3.421903 0.10 -0.07 -0.08 -0.16
C 0.270607 -1.986676 -4.770465 -0.05 0.02 0.06 -0.22
C 1.371065 -2.363413 -5.536531 0.06 0.01 0.03 -0.03
C 1.175561 -2.810310 -6.831452 -0.01 0.00 -0.01 -0.08
C -0.108902 -2.879594 -7.355589 0.00 0.01 0.02 -0.08
C -1.201788 -2.502980 -6.586756 0.03 -0.01 -0.02 -0.06
C -1.020700 -2.054816 -5.288797 -0.01 -0.01 0.04 -0.04
H 2.364944 -2.302897 -5.113654 0.00 -0.01 -0.01 0.12
H 2.024739 -3.105342 -7.432839 0.01 0.00 0.00 0.10
H -0.256819 -3.230396 -8.368536 0.00 0.00 -0.01 0.10
H -2.200690 -2.560546 -6.997338 -0.01 0.00 0.00 0.11
H -1.856312 -1.763515 -4.664601 -0.01 0.01 -0.02 0.01
```
Forces are in eV/Å.

Output
- 2S+1 = 3
- E_HOMO (alpha / beta) (Eh) = -0.2428 / -0.2701
- DFT total energy (Ha) = -2003.13831
- orbital gap (alpha / beta) (eV) = 7.19 / 5.71
- net charge = 0
- LUMO energy (alpha / beta) (hartree) = 0.0213 / -0.0604



(4)
This record from the OMol25 dataset describes H4N2O3S as an isolated structure in a non-equilibrium geometry. The level of theory is ωB97M-V/def2-TZVPD.

Geometry as XYZ:
```
10
Properties=species:S:1:pos:R:3:forces:R:3:lowdin_charge:R:1
N -1.874171 0.304004 -0.270479 0.15 -3.57 -2.03 -0.06
N 1.867129 -0.743054 0.573217 -1.88 0.67 -4.42 -0.17
O 1.291124 0.908958 -1.057418 0.63 0.37 -0.47 -0.51
O -0.369851 0.631190 0.628942 0.03 0.46 2.06 -0.48
O -2.738864 -0.412071 0.277004 1.01 1.88 0.30 -0.02
S 1.226573 0.764660 0.398137 -1.58 -0.54 -0.68 0.79
H -2.088138 1.262550 -0.576680 0.23 0.01 0.70 0.18
H -1.327252 -0.284505 -0.948698 -0.30 1.39 0.32 0.17
H 2.288054 -1.171149 1.306990 1.18 -1.12 2.70 0.01
H 1.725392 -1.260580 -0.331013 0.51 0.44 1.51 0.09
```
Forces are in eV/Å.

Output
- 2S+1 = 1
- E_HOMO (alpha / beta) (Eh) = -0.3459 / -0.3459
- DFT total energy (Ha) = -735.63471
- orbital gap (alpha / beta) (eV) = 8.41 / 8.40
- net charge = 0
- LUMO energy (alpha / beta) (hartree) = -0.0370 / -0.0371



ΔE to the lowest compared entry with this formula, charge and spin in kcal per mole, matching the order above: 39.2 1.8 2.6 62.9